The following is a DFT calculation (ωB97M-V/def2-TZVPD) of a structure of composition C38H37N9O3Sc in a non-equilibrium geometry.

The charge is +3. The highest occupied orbital energy comes out at -15.5 eV. Its largest force on an atom is 1.80 eV/A. The LUMO energy is -8.99 eV. The multiplicity is 1.

Each line ends with the Mulliken charge.
Cartesian coordinates (Å):
Sc1 1.270 0.669 0.305  0.94
C1 4.836 2.948 -1.279  -0.54
C2 3.817 2.483 -0.453  -0.27
N1 2.857 1.689 -0.926  0.13
C3 2.898 1.351 -2.233  -0.39
C4 3.938 1.814 -3.032  -0.39
N2 4.888 2.603 -2.555  -0.50
C5 1.814 0.461 -2.708  1.03
C6 1.753 -0.066 -3.984  -0.60
C7 0.713 -0.936 -4.324  0.46
C8 -0.243 -1.224 -3.344  -0.74
C9 -0.118 -0.675 -2.082  0.83
N3 0.894 0.155 -1.774  0.14
C10 -1.022 -0.997 -0.957  -0.19
C11 -2.177 -1.768 -1.095  -0.56
N4 -2.939 -2.087 -0.063  -0.52
C12 -2.571 -1.654 1.136  -0.75
C13 -1.446 -0.858 1.294  -0.40
N5 -0.674 -0.525 0.259  0.66
C14 0.650 -1.572 -5.648  0.46
C15 -0.571 -1.825 -6.269  -0.54
C16 -0.568 -2.454 -7.507  -0.47
N6 0.549 -2.826 -8.114  -0.52
C17 1.715 -2.588 -7.534  -0.49
C18 1.820 -1.961 -6.298  -0.53
H1 5.619 3.599 -0.910  0.42
H2 3.777 2.747 0.596  0.52
H3 4.020 1.547 -4.078  0.45
H4 2.497 0.194 -4.722  0.80
H5 -1.045 -1.907 -3.579  0.69
H6 -2.500 -2.139 -2.059  0.50
H7 -3.191 -1.941 1.974  0.46
H8 -1.162 -0.470 2.265  0.58
H9 -1.507 -1.505 -5.827  0.50
H10 -1.495 -2.661 -8.029  0.38
H11 2.599 -2.907 -8.074  0.39
H12 2.793 -1.815 -5.846  0.49
C19 -6.793 2.204 -0.864  -0.94
O1 -5.558 2.289 -0.136  -0.48
C20 -5.540 1.911 1.156  0.79
C21 -6.618 1.388 1.859  -0.51
C22 -6.453 0.990 3.175  -0.81
C23 -5.222 1.118 3.811  -1.13
C24 -4.149 1.660 3.132  -0.10
C25 -4.298 2.056 1.803  0.25
N7 -3.261 2.526 0.964  0.28
C26 -2.005 2.788 1.160  -0.51
C27 -1.296 2.949 2.395  0.22
C28 -1.878 3.593 3.504  -0.55
C29 -1.119 3.926 4.599  -0.83
C30 0.238 3.606 4.627  -0.76
C31 0.832 2.963 3.558  -0.38
C32 0.087 2.630 2.429  -0.06
O2 0.680 2.011 1.392  -0.45
H13 -7.167 1.180 -0.878  0.40
H14 -6.566 2.527 -1.874  0.26
H15 -7.538 2.872 -0.431  0.39
H16 -7.587 1.294 1.391  0.49
H17 -7.301 0.581 3.707  0.44
H18 -5.114 0.814 4.843  0.45
H19 -3.201 1.791 3.632  0.44
H20 -3.610 2.640 0.011  0.34
H21 -1.432 2.965 0.254  0.82
H22 -2.923 3.875 3.466  0.79
H23 -1.569 4.455 5.428  0.48
H24 0.835 3.873 5.489  0.45
H25 1.886 2.715 3.567  0.53
C33 1.640 -1.485 3.582  -0.74
N8 2.580 -2.214 2.741  0.19
C34 3.146 -3.436 3.326  -0.59
C35 4.530 -3.684 2.764  -0.75
C36 4.437 -3.708 1.253  -0.58
N9 3.778 -2.489 0.768  0.19
C37 4.067 -2.108 -0.609  -0.83
C38 2.887 -1.820 1.501  0.47
O3 2.319 -0.770 0.993  -0.74
H26 2.101 -1.284 4.548  0.44
H27 0.741 -2.083 3.747  0.34
H28 1.374 -0.536 3.129  -0.05
H29 2.483 -4.280 3.114  0.31
H30 3.184 -3.303 4.405  0.37
H31 4.923 -4.629 3.132  0.39
H32 5.206 -2.888 3.081  0.31
H33 3.878 -4.583 0.910  0.30
H34 5.428 -3.751 0.806  0.38
H35 5.141 -2.164 -0.778  0.42
H36 3.741 -1.090 -0.796  0.05
H37 3.569 -2.783 -1.309  0.35

***

The following is a DFT calculation (ωB97M-V/def2-TZVPD) of a cluster of 2 separate species, C38H38BF6NO2 in total in a non-equilibrium geometry.

The highest occupied orbital energy comes out at -7.4 eV. Its largest force on an atom is 4.62 eV/A. The LUMO energy is 0.14 eV. As for the SMILES: CC1(C)OB(c2cc(C(F)(F)F)cc(C(F)(F)F)c2)OC1(C)C.Cc1ccc([C@H](Cc2ccccc2)c2cn(C)c3ccccc23)cc1. The multiplicity is 1.

Each line ends with the Mulliken charge.
Cartesian coordinates (Å):
C1 -3.807 0.661 -1.121  -1.68
C2 -2.523 1.455 -0.864  1.41
C3 -2.040 2.061 -2.160  -1.91
O1 -1.503 0.548 -0.438  -0.56
B1 -0.775 1.218 0.545  1.29
C4 0.663 0.808 0.831  -0.03
C5 1.498 1.660 1.564  -0.71
C6 2.838 1.348 1.585  0.14
C7 3.806 2.329 2.182  0.73
F1 5.096 2.006 1.889  -0.29
F2 3.604 3.605 1.734  -0.26
F3 3.739 2.402 3.547  -0.26
C8 3.321 0.181 1.025  -0.69
C9 2.435 -0.681 0.406  0.13
C10 2.929 -1.885 -0.320  0.74
F4 2.506 -3.068 0.225  -0.23
F5 2.501 -1.910 -1.619  -0.27
F6 4.282 -1.941 -0.338  -0.31
C11 1.082 -0.442 0.365  -0.64
O2 -1.276 2.471 0.897  -0.76
C12 -2.595 2.506 0.325  1.66
C13 -2.883 3.932 -0.089  -1.82
C14 -3.598 2.106 1.396  -2.03
H1 -4.522 1.280 -1.681  0.36
H2 -3.564 -0.235 -1.719  0.42
H3 -4.318 0.354 -0.186  0.33
H4 -2.873 2.595 -2.603  0.43
H5 -1.191 2.738 -1.976  0.34
H6 -1.718 1.240 -2.818  0.45
H7 1.105 2.499 2.149  0.48
H8 4.385 0.022 0.925  0.63
H9 0.380 -1.223 0.063  0.56
H10 -3.832 3.975 -0.650  0.36
H11 -3.017 4.523 0.830  0.45
H12 -2.081 4.363 -0.700  0.33
H13 -4.606 2.264 1.002  0.37
H14 -3.461 1.054 1.698  0.33
H15 -3.440 2.774 2.260  0.49
C15 -5.372 -5.005 9.288  -1.36
C16 -4.775 -3.810 8.560  0.96
C17 -4.007 -2.833 9.185  -0.84
C18 -3.494 -1.724 8.487  -0.09
C19 -3.616 -1.620 7.068  0.42
C20 -3.097 -0.520 6.139  1.03
C21 -1.930 -0.775 4.984  -0.94
C22 -1.350 -1.976 4.231  0.80
C23 0.057 -2.288 4.309  -0.53
C24 0.631 -3.298 3.492  -0.68
C25 -0.162 -3.893 2.534  -0.30
C26 -1.516 -3.652 2.477  -0.82
C27 -2.107 -2.608 3.222  -0.21
C28 -3.188 0.885 6.578  0.55
C29 -2.497 1.938 5.934  -1.34
N1 -2.653 3.089 6.663  0.17
C30 -1.986 4.309 6.255  -0.87
C31 -3.522 2.863 7.748  0.11
C32 -3.899 3.769 8.736  -0.97
C33 -4.801 3.276 9.686  -0.59
C34 -5.335 1.995 9.575  -0.73
C35 -4.966 1.116 8.555  -0.32
C36 -3.973 1.499 7.648  0.48
C37 -4.471 -2.576 6.479  -0.70
C38 -4.985 -3.659 7.189  -0.79
H16 -5.889 -5.643 8.561  0.33
H17 -4.686 -5.648 9.866  0.33
H18 -6.148 -4.691 9.998  0.30
H19 -3.832 -3.019 10.240  0.38
H20 -2.979 -0.982 9.086  0.52
H21 -3.698 -0.599 5.163  0.05
H22 -1.056 -0.348 5.474  0.45
H23 -2.164 -0.033 4.187  -0.10
H24 0.704 -1.777 5.028  0.36
H25 1.679 -3.659 3.586  0.37
H26 0.299 -4.579 1.846  0.47
H27 -2.122 -4.289 1.813  0.31
H28 -3.156 -2.279 3.017  0.33
H29 -1.778 1.909 5.102  0.68
H30 -2.171 5.088 7.013  0.29
H31 -0.901 4.139 6.133  0.30
H32 -2.329 4.606 5.241  0.25
H33 -3.588 4.828 8.791  0.21
H34 -5.136 3.905 10.494  0.39
H35 -6.079 1.714 10.321  0.37
H36 -5.480 0.152 8.508  0.49
H37 -4.742 -2.483 5.416  0.24
H38 -5.524 -4.469 6.687  0.23

***

The following is a DFT calculation (ωB97M-V/def2-TZVPD) of a structure of composition C38H38Br4N4O5P2Pb in a non-equilibrium geometry.

The calculation puts the energy above the lowest of the compared OMol25 structures with the same formula, charge and spin at 31.57 kcal per mole. The charge is -2. The highest occupied orbital energy comes out at -1.2 eV. Its largest force on an atom is 1.74 eV/A. The LUMO energy is 2.91 eV. The multiplicity is 1.

Each line ends with the Mulliken charge.
Cartesian coordinates (Å):
Pb1 -0.585 0.431 -1.129  1.37
O1 0.265 3.801 2.568  -0.72
C1 0.356 4.868 1.759  0.06
C2 0.866 6.063 2.266  -0.69
C3 0.981 7.178 1.460  -0.29
C4 0.579 7.119 0.134  -0.70
C5 0.059 5.944 -0.378  -0.41
C6 -0.062 4.809 0.416  0.11
C7 -0.604 3.536 -0.120  0.74
O2 -0.427 2.462 0.565  -0.62
N1 -1.270 3.653 -1.237  -0.95
N2 -1.762 2.490 -1.748  0.75
C8 -2.699 2.548 -2.621  -0.94
C9 -3.358 1.392 -3.166  0.91
C10 -3.969 1.511 -4.416  -0.77
C11 -4.595 0.445 -5.027  -0.71
C12 -4.674 -0.768 -4.348  -0.44
C13 -4.143 -0.900 -3.092  -0.74
C14 -3.430 0.145 -2.454  0.37
O3 -2.942 -0.040 -1.280  -0.37
H1 -0.027 3.052 1.940  0.32
H2 1.175 6.086 3.301  0.40
H3 1.388 8.095 1.867  0.36
H4 0.673 7.994 -0.495  0.37
H5 -0.262 5.882 -1.406  0.46
H6 -3.047 3.532 -2.960  0.26
H7 -3.894 2.462 -4.933  0.35
H8 -5.000 0.541 -6.024  0.35
H9 -5.153 -1.618 -4.821  0.36
H10 -4.185 -1.850 -2.575  0.31
C15 2.325 1.328 2.237  -1.88
P1 1.609 0.211 0.956  1.08
C16 1.442 -1.316 1.973  -0.41
N3 2.469 -1.742 2.683  -0.07
C17 2.316 -2.899 3.366  0.03
C18 3.388 -3.425 4.106  -0.40
C19 3.227 -4.594 4.811  -0.55
C20 2.003 -5.269 4.804  -0.54
C21 0.943 -4.785 4.077  -0.38
C22 1.080 -3.600 3.336  0.02
N4 0.031 -3.128 2.626  -0.28
C23 0.209 -2.006 1.958  0.09
P2 -1.211 -1.299 1.036  1.36
C24 -2.003 -2.801 0.366  -1.65
C25 -2.318 -0.787 2.485  1.96
C26 -3.639 -0.322 1.876  -1.93
C27 -2.576 -1.876 3.522  -1.92
C28 -1.592 0.405 3.105  -1.82
C29 3.162 -0.234 -0.045  1.92
C30 3.358 0.891 -1.063  -1.59
C31 2.894 -1.558 -0.762  -1.83
C32 4.414 -0.372 0.816  -1.84
H11 3.068 0.812 2.841  0.49
H12 1.517 1.687 2.871  0.44
H13 2.758 2.189 1.728  0.35
H14 4.329 -2.895 4.100  0.46
H15 4.055 -5.004 5.377  0.38
H16 1.896 -6.180 5.378  0.38
H17 -0.010 -5.293 4.051  0.45
H18 -1.968 -3.639 1.059  0.45
H19 -1.481 -3.036 -0.562  0.41
H20 -3.022 -2.517 0.109  0.37
H21 -4.255 -1.173 1.593  0.40
H22 -3.452 0.268 0.981  0.22
H23 -4.200 0.279 2.594  0.50
H24 -3.093 -2.722 3.073  0.32
H25 -3.204 -1.477 4.322  0.49
H26 -1.650 -2.239 3.962  0.38
H27 -1.361 1.124 2.322  0.36
H28 -0.657 0.086 3.566  0.23
H29 -2.204 0.891 3.866  0.57
H30 2.547 0.906 -1.790  0.24
H31 4.299 0.755 -1.600  0.52
H32 3.386 1.865 -0.573  0.24
H33 1.976 -1.503 -1.345  0.28
H34 2.797 -2.371 -0.042  0.33
H35 3.721 -1.793 -1.436  0.54
H36 4.707 0.590 1.228  0.31
H37 5.237 -0.745 0.205  0.57
H38 4.226 -1.075 1.625  0.18
Br1 0.219 -3.979 -7.139  -0.25
C33 0.480 -2.604 -5.862  0.27
C34 1.418 -1.614 -6.094  -0.01
Br2 2.505 -1.680 -7.648  -0.26
C35 1.575 -0.592 -5.166  -0.05
Br3 2.842 0.792 -5.482  -0.23
C36 0.836 -0.505 -3.980  0.36
O4 0.973 0.460 -3.162  -0.81
C37 -0.093 -1.599 -3.691  -0.49
O5 -0.703 -1.655 -2.580  0.21
C38 -0.253 -2.577 -4.682  -0.25
Br4 -1.544 -3.923 -4.327  -0.24

***

The following is a DFT calculation (ωB97M-V/def2-TZVPD) of a structure of composition C38H38ClN2NdP2S.

The charge is +2. The highest occupied orbital energy (spin up / spin down) comes out at -12.5 / -12.5 eV. Its largest force on an atom is 0.65 eV/A. The LUMO energy (spin up / spin down) is -5.99 / -5.81 eV. The multiplicity is 4.

Each line ends with the Mulliken spin population.
Cartesian coordinates (Å):
Nd1 1.773 0.412 2.032  3.06
C1 4.266 0.795 2.741  -0.02
C2 3.713 2.078 2.563  0.00
C3 2.754 2.282 3.578  -0.01
C4 2.719 1.126 4.384  -0.01
C5 3.650 0.203 3.864  -0.01
H1 5.061 0.360 2.151  0.00
H2 4.020 2.806 1.824  0.00
H3 2.184 3.186 3.738  0.00
H4 2.120 0.995 5.275  0.00
H5 3.894 -0.763 4.282  0.00
C6 -2.992 -1.576 -5.365  0.00
S1 -3.947 -2.153 -3.958  0.00
C7 -2.626 -2.395 -2.764  0.00
C8 -2.096 -1.105 -2.150  0.00
C9 -0.998 -1.388 -1.142  0.00
N1 -0.527 -0.177 -0.386  0.00
P1 0.994 0.515 -0.765  0.00
C10 0.652 2.131 -1.501  0.00
C11 1.627 3.121 -1.465  0.00
C12 1.382 4.360 -2.042  0.00
C13 0.160 4.613 -2.648  0.00
C14 -0.821 3.629 -2.683  0.00
C15 -0.577 2.390 -2.110  0.00
C16 1.835 -0.392 -2.074  0.00
C17 3.159 -0.770 -1.860  0.00
C18 3.908 -1.353 -2.875  0.00
C19 3.330 -1.561 -4.116  0.00
C20 2.015 -1.169 -4.351  0.00
C21 1.276 -0.580 -3.343  0.00
P2 -1.084 -0.368 1.283  0.00
C22 -2.869 -0.341 1.096  0.00
C23 -3.531 -1.523 1.419  0.00
C24 -4.911 -1.610 1.270  0.00
C25 -5.617 -0.513 0.806  0.00
C26 -4.957 0.675 0.496  0.00
C27 -3.587 0.766 0.640  0.00
C28 -0.781 1.250 2.152  0.00
C29 -0.867 1.134 3.552  0.00
C30 -0.834 2.268 4.354  0.00
C31 -0.660 3.522 3.783  0.00
C32 -0.518 3.643 2.407  0.00
C33 -0.589 2.516 1.592  0.00
H6 -3.686 -1.451 -6.194  0.00
H7 -2.246 -2.314 -5.661  0.00
H8 -2.511 -0.612 -5.194  0.00
H9 -1.816 -2.966 -3.230  0.00
H10 -3.038 -3.034 -1.978  0.00
H11 -2.915 -0.566 -1.676  0.00
H12 -1.711 -0.451 -2.937  0.00
H13 -0.140 -1.851 -1.632  0.00
H14 -1.342 -2.128 -0.407  0.00
H15 2.593 2.940 -1.001  0.00
H16 2.143 5.127 -2.019  0.00
H17 -0.033 5.579 -3.094  0.00
H18 -1.773 3.829 -3.156  0.00
H19 -1.350 1.634 -2.112  0.00
H20 3.642 -0.588 -0.903  0.00
H21 4.937 -1.631 -2.693  0.00
H22 3.906 -2.015 -4.911  0.00
H23 1.573 -1.311 -5.327  0.00
H24 0.267 -0.248 -3.557  0.00
H25 -2.969 -2.377 1.779  0.00
H26 -5.422 -2.531 1.517  0.00
H27 -6.690 -0.576 0.687  0.00
H28 -5.522 1.525 0.138  0.00
H29 -3.080 1.690 0.387  0.00
H30 -1.030 0.161 4.010  0.00
H31 -0.955 2.164 5.424  0.00
H32 -0.635 4.401 4.412  0.00
H33 -0.381 4.617 1.957  0.00
H34 -0.544 2.639 0.519  0.00
Cl1 1.074 -4.894 4.689  0.00
C34 1.484 -4.124 3.212  0.00
C35 1.732 -4.856 2.060  0.00
C36 2.056 -4.172 0.901  0.00
C37 2.126 -2.789 0.930  0.00
N2 1.890 -2.090 2.047  0.00
C38 1.567 -2.742 3.168  0.00
H35 1.674 -5.936 2.082  0.00
H36 2.261 -4.701 -0.019  0.00
H37 2.381 -2.235 0.036  0.00
H38 1.381 -2.160 4.065  0.00

***

The following is a DFT calculation (ωB97M-V/def2-TZVPD) of a structure of composition C38H38EuN7O7S in a non-equilibrium geometry.

The calculation puts the energy above the lowest of the compared OMol25 structures with the same formula, charge and spin at 70.78 kcal per mole. The charge is +1. The highest occupied orbital energy (spin up / spin down) comes out at -9.1 / -10.0 eV. Its largest force on an atom is 1.79 eV/A. The LUMO energy (spin up / spin down) is -3.09 / -3.42 eV. The multiplicity is 8.

Each line ends with the Mulliken spin population.
Cartesian coordinates (Å):
Eu1 0.928 -0.543 -0.877  6.04
C1 0.600 -3.376 5.840  -0.02
C2 0.697 -2.779 4.469  0.22
C3 0.429 -1.312 4.316  0.01
C4 0.033 -0.867 2.919  0.25
C5 -0.249 0.619 2.710  0.04
N1 -0.496 0.984 1.304  -0.03
C6 -0.766 2.409 1.052  0.00
C7 0.461 3.220 0.561  -0.02
C8 0.438 3.565 -0.921  0.00
N2 0.687 2.368 -1.759  0.00
C9 -0.077 2.401 -3.002  0.00
C10 0.284 1.350 -4.045  -0.01
C11 -0.319 1.451 -5.295  0.00
C12 -0.341 0.398 -6.200  0.00
C13 -0.926 0.557 -7.581  0.00
C14 0.132 -0.824 -5.743  0.00
C15 0.732 -0.955 -4.495  0.00
C16 0.888 -2.283 -3.903  0.00
N3 0.905 -2.491 -2.645  0.00
C17 0.978 -3.885 -2.206  0.00
C18 2.411 -4.286 -1.866  0.02
C19 3.125 -3.248 -0.991  -0.04
N4 2.195 -2.660 -0.030  0.25
C20 1.985 -3.315 1.064  0.02
C21 1.118 -2.863 2.103  0.23
C22 1.161 -3.452 3.396  -0.06
C23 0.256 -1.714 1.870  0.02
O1 -0.203 -1.538 0.643  -0.04
C24 0.975 0.182 -3.703  0.01
O2 1.784 0.120 -2.658  -0.02
H1 0.773 -2.631 6.618  0.00
H2 -0.405 -3.780 5.996  0.02
H3 1.304 -4.200 5.968  0.00
H4 -0.323 -0.988 5.042  0.02
H5 -1.077 0.961 3.349  0.01
H6 -1.249 0.406 0.953  0.00
H7 -1.549 2.463 0.292  0.00
H8 -1.188 2.889 1.944  0.00
H9 0.547 4.149 1.130  0.00
H10 1.369 2.645 0.745  0.01
H11 -0.535 3.984 -1.178  0.00
H12 1.179 4.339 -1.138  0.00
H13 1.666 2.326 -2.019  0.00
H14 -0.064 3.394 -3.464  0.00
H15 -0.830 2.373 -5.554  0.00
H16 -1.521 1.467 -7.654  0.00
H17 -0.136 0.617 -8.332  0.00
H18 -1.563 -0.289 -7.844  0.00
H19 -0.004 -1.715 -6.350  0.00
H20 0.880 -3.135 -4.592  0.00
H21 0.346 -3.984 -1.324  0.00
H22 0.588 -4.555 -2.977  0.00
H23 2.381 -5.249 -1.352  0.00
H24 2.983 -4.422 -2.786  0.00
H25 3.974 -3.714 -0.486  0.01
H26 3.513 -2.444 -1.617  0.00
H27 2.554 -4.230 1.265  0.01
H28 1.591 -4.444 3.510  0.01
N5 1.402 1.935 7.574  0.00
C25 1.287 0.732 6.962  0.01
O3 1.059 -0.303 7.560  0.00
C26 1.411 0.709 5.473  0.09
C27 1.795 -0.588 4.820  0.04
C28 2.670 -0.306 3.652  0.46
N6 2.245 0.664 2.775  -0.13
C29 1.030 1.417 3.180  -0.06
C30 1.027 1.676 4.656  -0.01
H29 1.306 1.970 8.575  0.00
H30 1.714 2.754 7.088  0.00
H31 2.292 -1.245 5.527  -0.02
H32 3.489 -0.937 3.344  0.00
H33 1.056 2.366 2.662  0.01
H34 0.636 2.629 4.995  0.00
O4 -2.566 4.463 -2.206  0.00
S1 -2.720 3.311 -3.037  0.00
O5 -2.757 3.458 -4.455  0.00
N7 -1.508 2.175 -2.639  0.00
C31 -1.972 1.075 -2.001  0.00
O6 -1.284 0.158 -1.561  -0.01
C32 -3.446 1.125 -1.877  0.00
C33 -4.253 0.170 -1.293  0.00
C34 -5.623 0.398 -1.279  0.00
C35 -6.162 1.555 -1.836  0.00
C36 -5.348 2.520 -2.419  0.00
C37 -3.992 2.271 -2.422  0.00
H35 -3.817 -0.727 -0.871  0.00
H36 -6.283 -0.335 -0.833  0.00
H37 -7.232 1.711 -1.816  0.00
H38 -5.761 3.421 -2.853  0.00
O7 3.073 -0.034 0.672  -0.17
C38 2.207 0.349 1.407  -0.19